DFT (ωB97M-V/def2-TZVPD) results for a molecular structure, C4H5NO.

Output
2S+1: 1
E_tot in eV: -7762.047
Kohn-Sham gap in eV: 9.37

XYZ file:
```
11
C4H5NO, DFT ωB97M-V/def2-TZVPD
C -1.645 -0.153 -0.377
C -0.230 0.024 -0.412
C 0.199 0.474 0.849
O 1.601 0.136 0.875
C 1.827 -0.297 -0.383
N 0.830 -0.330 -1.223
H -1.180 0.215 1.152
H -2.021 -1.005 0.187
H -2.283 0.088 -1.236
H 0.074 1.514 1.156
H 2.829 -0.666 -0.588
```